--- w ---
{
  "formula": "H32O16",
  "method": "ωB97M-V/def2-TZVPD",
  "total_charge": 0,
  "symbols": ["O", "H", "H", "H", "H", "O", "O", "O", "H", "H", "H", "H", "H", "H", "H", "H", "H", "O", "H", "O", "H", "O", "H", "H", "H", "H", "O", "H", "O", "H", "H", "O", "H", "H", "H", "H", "H", "H", "O", "O", "O", "O", "H", "O", "H", "O", "H", "H"],
  "xyz": [[-15.319, 2.494, -10.704], [-11.076, 5.085, -11.922], [-14.528, 2.718, -11.259], [-12.579, 2.254, -9.454], [-15.251, 4.192, -7.392], [-12.177, 2.392, -10.317], [-14.576, 0.311, -9.313], [-13.692, 3.868, -12.420], [-9.388, 2.239, -13.128], [-14.682, 0.286, -8.371], [-13.184, 2.870, -6.944], [-11.916, 4.061, -12.508], [-14.424, 2.944, -7.881], [-11.626, 1.628, -10.500], [-10.065, -0.738, -9.864], [-10.934, 3.086, -7.164], [-14.288, -0.544, -9.545], [-11.193, 0.536, -13.831], [-11.306, -0.081, -9.070], [-8.312, 1.787, -9.466], [-10.557, -0.007, -14.205], [-11.023, 4.409, -12.616], [-9.884, 2.868, -11.909], [-13.158, 1.451, -7.099], [-9.251, 3.414, -9.495], [-10.268, 1.917, -6.477], [-13.006, 2.207, -7.628], [-12.498, 0.392, -12.217], [-9.924, 4.008, -9.826], [-13.891, 3.431, -13.266], [-10.797, 3.573, -9.830], [-11.975, -2.044, -11.221], [-15.024, 1.800, -10.151], [-13.218, 1.341, -11.333], [-11.259, -2.547, -11.675], [-11.551, -1.325, -10.809], [-12.568, 5.557, -10.016], [-7.535, 1.801, -9.991], [-15.300, 3.309, -7.771], [-13.353, 0.552, -11.885], [-13.003, 5.036, -9.395], [-9.773, 1.983, -12.265], [-8.939, 1.268, -9.935], [-10.766, -0.044, -9.882], [-12.987, 4.229, -9.851], [-10.077, 2.768, -6.889], [-10.650, 1.111, -13.222], [-13.881, 4.782, -12.631]]
}

--- x ---
{
  "formula": "H32O16",
  "method": "ωB97M-V/def2-TZVPD",
  "total_charge": 0,
  "symbols": ["H", "H", "O", "O", "H", "O", "H", "H", "O", "H", "H", "H", "O", "O", "O", "H", "H", "H", "H", "H", "O", "H", "H", "O", "H", "H", "H", "H", "H", "H", "H", "H", "H", "H", "O", "H", "H", "O", "O", "H", "O", "H", "O", "H", "H", "H", "O", "O"],
  "xyz": [[5.873, 0.193, -2.042], [3.961, -3.575, -0.050], [3.867, -3.829, 0.910], [-2.582, -3.044, 3.667], [-4.636, 1.506, -0.739], [0.292, -1.925, 3.013], [-4.548, 4.299, 0.252], [2.618, 3.315, 1.810], [-4.728, -1.203, -1.298], [-3.216, 4.645, 0.717], [-2.581, -3.962, 3.834], [-4.800, -1.479, -0.386], [2.877, -2.666, -1.597], [5.059, -0.323, -2.031], [-4.090, 4.622, 1.029], [0.704, 0.406, -3.695], [-3.940, -0.615, -1.159], [4.483, -0.953, -3.765], [3.825, -2.910, 1.354], [0.359, 2.499, 0.547], [4.063, -0.839, -4.609], [3.575, -2.470, -2.222], [0.151, -1.261, 2.329], [-0.143, 0.603, -3.361], [-1.906, -2.039, -1.506], [2.759, 3.918, 0.372], [-2.078, 2.607, 1.604], [-2.554, -0.468, 4.682], [3.124, -0.595, -4.725], [-0.812, 2.471, -0.316], [-2.837, 1.371, 1.227], [-4.536, 2.183, 0.703], [2.677, -3.630, -1.580], [-1.808, -1.209, 5.544], [-1.894, 1.694, 1.235], [2.022, 1.331, -1.579], [-0.707, -1.245, -1.905], [2.762, 3.131, 0.937], [2.259, 1.057, -2.503], [-0.480, 1.453, -3.636], [-1.215, -1.458, -1.030], [0.891, -1.557, 3.651], [-0.048, 2.997, -0.176], [2.765, 0.293, -2.354], [-1.622, -2.912, 3.727], [4.481, -0.185, -1.202], [-2.215, -0.342, 5.613], [-4.450, 1.373, 0.225]]
}

Need the numbers? Relative energies in kJ/mol: w 0.0; x 84.5.

--- w ---
{
  "formula": "H32O16",
  "method": "ωB97M-V/def2-TZVPD",
  "total_charge": 0,
  "symbols": ["H", "H", "O", "O", "H", "H", "H", "H", "O", "H", "H", "O", "H", "O", "H", "H", "H", "O", "O", "O", "H", "H", "H", "H", "H", "H", "H", "H", "H", "O", "O", "H", "O", "O", "O", "H", "H", "H", "O", "H", "H", "H", "H", "H", "O", "H", "H", "O"],
  "xyz": [[1.518, 1.123, 1.969], [-1.114, 0.514, 4.736], [-0.615, -3.093, 0.123], [-0.425, -0.379, 0.009], [-3.398, 0.281, -2.892], [-0.067, -2.454, 1.748], [2.444, -1.678, -0.029], [-1.612, -1.242, -2.331], [3.135, 0.253, -0.100], [-2.050, 0.849, 2.638], [-0.825, -2.175, 0.027], [-0.718, 0.748, 3.898], [-2.690, 1.724, 0.548], [1.702, -1.172, -2.005], [0.184, 1.404, 2.553], [-1.294, 3.777, 1.408], [-1.306, -1.995, -3.467], [-2.414, 0.555, 1.843], [0.145, 1.489, -1.921], [2.597, -0.305, 2.509], [0.466, 0.689, -5.018], [-0.371, 2.227, -2.281], [-1.988, 2.519, -0.357], [0.909, -1.501, 2.281], [2.980, -0.033, 1.660], [0.196, -0.052, 0.678], [0.843, 1.845, -1.405], [-0.259, -0.035, 3.581], [0.792, -1.221, -2.109], [0.051, -1.911, 2.531], [-0.720, 3.593, 0.613], [-2.640, 0.981, -1.750], [2.213, -2.321, 0.598], [0.650, 1.516, 1.722], [-2.775, 0.169, -2.187], [-1.716, 0.172, 1.356], [2.198, -1.533, -2.743], [-1.366, -3.558, 0.524], [-1.030, -1.974, -2.589], [-0.278, 0.258, -0.710], [-0.214, 2.784, 0.813], [1.422, -2.758, 0.271], [2.701, -0.174, -0.849], [3.972, 0.662, -0.370], [-2.836, 2.169, -0.277], [0.129, 0.376, -3.541], [3.123, -1.101, 2.695], [0.372, -0.002, -4.408]]
}

--- x ---
{
  "formula": "H32O16",
  "method": "ωB97M-V/def2-TZVPD",
  "total_charge": 0,
  "symbols": ["H", "O", "H", "H", "H", "O", "H", "H", "O", "O", "H", "H", "O", "H", "H", "H", "O", "H", "H", "H", "H", "O", "H", "O", "H", "O", "H", "O", "H", "H", "H", "H", "O", "O", "H", "H", "O", "O", "H", "O", "H", "H", "H", "O", "H", "H", "H", "H"],
  "xyz": [[0.410, -4.552, -1.499], [-2.711, 0.440, -2.417], [-0.166, -1.709, 1.829], [-2.102, -0.281, -2.544], [0.743, -3.136, -1.917], [-0.309, 0.082, -0.369], [2.626, 1.205, 2.196], [2.521, 1.213, 0.728], [1.282, -2.155, 0.863], [-1.073, -1.793, -2.516], [0.167, -0.588, -0.809], [2.187, -0.336, -2.396], [1.826, -1.034, -1.885], [0.216, 2.914, 2.351], [-1.653, -2.416, -2.983], [-2.488, 0.858, -1.606], [-1.949, -2.565, 0.125], [2.234, -2.013, 0.835], [-0.420, -1.508, -3.165], [-2.034, 2.509, -0.729], [-0.212, -0.242, 0.536], [2.205, 0.725, 1.525], [1.206, -2.899, 0.269], [0.109, 3.570, -0.493], [-1.525, -3.417, 0.243], [-2.391, 1.781, -0.191], [-2.343, 1.338, 3.781], [0.143, 1.636, -2.640], [-0.001, 0.961, -1.963], [-1.751, 1.390, 2.406], [2.475, 2.773, -0.896], [-1.632, -1.448, 2.130], [-0.740, -1.084, 2.231], [1.198, -0.461, 3.961], [-1.738, 1.127, 0.030], [0.397, 4.014, -1.280], [-2.565, 1.209, 2.874], [-0.091, 2.052, 2.101], [0.723, 1.550, 1.978], [2.173, 1.895, -0.862], [0.473, -0.424, 3.363], [2.488, -1.159, -1.215], [-1.583, -2.211, -0.693], [1.143, -3.898, -1.429], [-0.531, 2.278, -2.493], [0.835, -0.890, 4.721], [1.572, 1.941, -1.620], [0.638, 2.742, -0.445]]
}

Need the numbers? Relative energies in kJ/mol: w 0.0; x 105.8.